Formula: C6H13N
Source: the OMol25 dataset
Level of theory: ωB97M-V with the def2-TZVPD basis set

Positions of all 20 atoms, in Å:
H (-1.71242, -0.77115, 2.13786)
C (-0.64061, -0.73845, 2.02589)
H (2.93650, -0.19720, -2.28304)
C (0.79365, -0.22722, -1.38407)
C (-0.11356, 0.12483, 0.90114)
C (1.11940, -0.32564, 0.14448)
H (-0.21800, -1.69139, 1.65634)
H (-2.66173, 0.40650, 0.99264)
H (-0.42506, 2.00288, -0.06251)
H (0.03763, -1.02896, -1.44195)
H (1.64553, -0.66062, -3.34228)
H (0.47728, 0.75483, -1.75445)
C (-0.88131, 1.16396, 0.48910)
H (2.13378, 0.03330, 0.34155)
N (-2.30339, 1.14472, 0.40664)
C (1.93662, -0.68864, -2.27560)
H (-2.92613, 1.14977, -0.38695)
H (2.10198, -1.75585, -2.07254)
H (-0.20339, -0.46209, 2.97983)
H (1.33809, -1.39223, 0.33004)

Atomic forces in eV per Å
-0.30 -0.13 -0.05
1.31 -1.10 -1.70
-0.82 0.07 0.67
1.05 -0.72 0.48
-0.90 1.37 1.05
0.68 0.41 -0.79
-0.75 -0.39 1.22
-0.11 0.04 0.13
-0.29 -0.70 -0.22
-0.34 0.89 -0.71
-0.13 0.03 0.41
-0.39 -0.29 0.61
-0.01 -0.33 -2.60
-0.21 0.98 0.30
-0.36 -0.05 2.75
0.60 -0.90 -1.05
1.20 0.60 -0.69
0.29 0.15 -0.03
0.17 -0.03 0.10
-0.69 0.10 0.12

Output
LUMO energy, eV: 1.055
Relative energy (zero: lowest compared OMol25 entry of this formula, charge and spin), kJ/mol: 205.0
Charge: 0
E_tot, Ha: -291.08066
Structure (SMILES): CCC/C(C)=C/N

Results of the Löwdin charge analysis, in e, for atoms 1 through 4: atom 1 (H): 0.06, atom 2 (C): -0.05, atom 3 (H): 0.08, atom 4 (C): -0.26